1.
This record from the Open Molecules 2025 dataset describes C3H4N2O3 as an isolated structure in a non-equilibrium geometry. The level of theory is the ωB97M-V functional and the def2-TZVPD basis.

Results
largest force on an atom: 9.58 eV/Å
multiplicity: 1

Last column: natural (NBO) charge in e.
Positions of all 12 atoms, in Å:
C: 2.133872 -0.471516 -0.037603  -0.270
C: -0.999429 1.171438 -0.060964  0.286
C: -2.314678 -0.387156 0.116723  0.797
H: 2.026815 -1.531668 -0.347540  0.195
H: 2.783292 0.183440 -0.832223  0.187
H: 2.887190 -0.455416 0.835098  0.215
H: -0.485931 2.280288 0.270444  0.218
N: -0.191753 0.067779 -0.286903  0.095
N: -2.182643 0.993223 -0.062912  -0.496
O: 0.917535 -0.007500 0.439582  -0.365
O: -3.515484 -0.826421 0.153436  -0.533
O: -1.058781 -1.016488 -0.187139  -0.330

Forces on atoms 1 to 6 (eV/Å):
3.6 -0.4 -1.4
7.8 5.4 1.4
-6.7 -1.4 -2.7
0.3 0.7 -0.2
-2.3 -1.3 1.4
-1.7 -0.1 -0.9



2.
This record from the Open Molecules 2025 dataset describes one molecule with the formula C23H27N3O4S2 in a non-equilibrium geometry. The level of theory is the ωB97M-V functional and the def2-TZVPD basis.

Results
largest force on an atom: 1.22 eV/Å
multiplicity: 1
SMILES: Cc1cccc(C)c1NC(=O)CN1C(=O)CCSc2ccc(S(=O)(=O)N3CCCC3)cc21

Last column: natural (NBO) charge in e.
Positions of all 59 atoms, in Å:
C: 1.634846 3.168009 -1.989975  -0.646
C: 2.276262 2.119550 -2.847512  -0.025
C: 2.348490 2.284799 -4.222276  -0.211
C: 2.936050 1.321073 -5.021772  -0.201
C: 3.482453 0.189663 -4.448631  -0.207
C: 3.442085 -0.008874 -3.073908  -0.019
C: 2.812263 0.955815 -2.286122  0.182
N: 2.736060 0.795605 -0.877561  -0.633
C: 2.166720 -0.252212 -0.244675  0.674
O: 1.682762 -1.215011 -0.794982  -0.611
C: 2.211483 -0.119210 1.283061  -0.321
N: 1.194950 -0.948494 1.905418  -0.473
C: 1.510537 -1.600300 3.059096  0.704
O: 2.623077 -1.559718 3.538040  -0.608
C: 0.357736 -2.331126 3.722755  -0.511
C: 0.245107 -3.742185 3.179183  -0.494
H: 1.161602 -4.301212 3.364396  0.234
H: -0.596238 -4.269718 3.631040  0.220
S: 0.004464 -3.796534 1.354617  0.255
C: -0.703880 -2.218402 0.980971  -0.204
C: -1.871529 -2.216916 0.224857  -0.200
C: -2.411233 -1.035487 -0.251902  -0.217
C: -1.784980 0.153417 0.065321  -0.252
C: -0.629458 0.173406 0.815798  -0.286
C: -0.054021 -1.010522 1.267007  0.266
H: -0.157092 1.125357 0.997199  0.243
S: -2.400481 1.728619 -0.539333  2.318
O: -1.300488 2.650675 -0.497810  -0.956
O: -3.085368 1.513728 -1.775488  -0.930
N: -3.533424 2.294559 0.546740  -0.648
C: -4.740810 1.507115 0.667471  -0.240
H: -5.579651 2.193726 0.814342  0.205
C: -4.549439 0.608528 1.905062  -0.433
H: -4.281364 -0.405297 1.609831  0.216
H: -5.465734 0.559987 2.490369  0.217
C: -3.403319 1.266850 2.694353  -0.430
H: -3.699342 1.517483 3.711178  0.218
H: -2.540902 0.602118 2.745229  0.211
C: -3.059984 2.534196 1.891145  -0.238
H: -3.594913 3.400953 2.290547  0.205
H: -1.997383 2.764738 1.855324  0.229
H: -4.895647 0.960655 -0.260443  0.233
H: -3.284172 -1.028802 -0.883910  0.240
H: -2.326504 -3.165048 -0.016456  0.234
H: -0.577817 -1.786685 3.575416  0.224
H: 0.572609 -2.387144 4.792158  0.248
H: 2.102480 0.926405 1.593385  0.199
H: 3.177125 -0.485020 1.650980  0.276
H: 2.944621 1.623993 -0.338616  0.401
C: 4.080014 -1.219891 -2.471452  -0.641
H: 4.739962 -1.699490 -3.189669  0.213
H: 3.313492 -1.932764 -2.168296  0.253
H: 4.653302 -0.954828 -1.583772  0.213
H: 3.958391 -0.553399 -5.071438  0.208
H: 2.976651 1.458905 -6.091925  0.212
H: 1.931057 3.174939 -4.668964  0.209
H: 1.334628 4.016149 -2.599047  0.224
H: 0.743299 2.784550 -1.492929  0.254
H: 2.325354 3.531137 -1.226512  0.196

Forces on atoms 1 to 6 (eV/Å):
-0.1 -0.1 0.0
0.0 -0.1 0.0
0.0 0.0 0.0
0.0 0.0 0.0
-0.1 0.0 0.0
0.0 0.0 0.1



Relative energy (zero: lowest compared OMol25 entry of this formula, charge and spin) per entry: 142.8 20.3 kcal per mole
Frontier orbital gap per entry: 10.336 8.892 eV